Record 1
29
Properties=species:S:1:pos:R:3 method="wB97M-V/def2-TZVPD" orbital_gap_ev=9.11 charge=+1
O 1.7190 2.7044 0.5176
N -0.5414 -0.3228 -1.4145
N -1.9177 1.1474 -0.1404
N -1.8567 1.2116 -2.4362
C 0.6775 -1.0754 1.6440
C 0.2916 -0.0381 2.4804
C 2.0172 0.4171 0.2334
C 1.3644 1.4739 0.8932
C 0.6242 1.2412 2.0948
C 0.3036 -2.5151 1.8761
C -1.4320 0.6480 -1.2799
C -0.3363 -1.0419 -2.6302
C 1.5563 -0.8713 0.5778
H -1.2266 -1.4109 -3.1026
H 0.2417 2.0886 2.6575
H -0.5115 -2.7443 2.6349
H 0.1720 -0.4344 -3.3838
H 1.5163 3.5135 0.9910
H 2.7339 0.5929 -0.5437
H 1.9650 -1.6987 -0.0298
H -1.4451 0.8561 0.7143
H -2.4043 2.0241 -0.0056
H -1.4536 1.2350 -3.3506
H 1.1909 -3.0965 2.0192
H -2.7021 1.7737 -2.3791
H -0.1538 -0.7743 -0.4884
H 0.2790 -1.9330 -2.6369
H -0.3927 -2.8290 1.1020
H -0.2786 -0.1419 3.3855

***

Record 2
54
Properties=species:S:1:pos:R:3 method="wB97M-V/def2-TZVPD" s2=3.823 orbital_gap_ev="6.98 / 6.49" multiplicity=4
Tc 0.0036 -0.0057 0.1159
P -2.4931 0.1155 0.3163
P 2.4784 -0.1352 -0.0588
O -0.0145 0.1763 2.1527
O 0.0236 -1.7461 1.1709
O 1.1750 -0.2141 4.0513
O -0.9374 0.7287 4.0606
N 0.0492 0.1058 3.4740
N -0.0462 1.0567 -1.3447
C 3.2073 1.2614 -1.0077
C -3.1489 0.2335 2.0344
C -0.0044 3.2839 -2.2811
C 0.0204 2.1590 -4.8540
C -0.4683 -2.5559 3.4119
C 0.0371 3.5532 -4.6853
C -3.5141 -1.2502 -0.3837
C -3.1898 1.6033 -0.5026
C 0.0245 4.1002 -3.3937
C 3.2328 -1.6085 -0.8799
C -0.0237 1.8444 -2.4140
C -0.0080 1.3151 -3.7637
C 0.1277 -3.9311 1.3608
C 3.4083 -0.0847 1.5320
C 0.3574 -2.6516 2.1610
H -2.6561 2.4894 -0.1385
H 2.8037 2.2024 -0.6144
H 4.3350 -1.5560 -0.9048
H 4.4867 -0.2601 1.3804
H -0.5609 -3.7756 0.5269
H -2.7773 1.1496 2.5061
H 4.3041 1.2693 -0.9347
H 0.0377 5.1802 -3.2560
H -3.0239 1.5208 -1.5833
H 0.0299 1.7317 -5.8567
H 0.0599 4.2114 -5.5597
H 2.9353 -2.5196 -0.3445
H 1.0711 -4.3184 0.9694
H 3.2686 0.8990 1.9989
H 2.9089 1.1722 -2.0592
H 3.0142 -0.8449 2.2166
H 2.8582 -1.6781 -1.9089
H -3.2703 -2.1913 0.1268
H -1.4100 -3.0958 3.3039
H 0.0958 -2.9756 4.2446
H -4.5951 -1.0575 -0.2771
H 1.4202 -2.5431 2.3808
H -0.7170 -1.5359 3.6709
H -3.2771 -1.3659 -1.4484
H -0.0138 3.6698 -1.2582
H -4.2515 0.2375 2.0509
H -4.2655 1.7078 -0.2999
H -2.7909 -0.6210 2.6239
H -0.0213 0.2269 -3.8556
H -0.2955 -4.6830 2.0272

***

Record 3
46
Properties=species:S:1:pos:R:3 method="wB97M-V/def2-TZVPD" orbital_gap_ev=11.20
Cl -2.3173 -0.2789 0.1618
F 1.8704 0.0193 0.4260
F 1.0544 1.6575 -0.7094
F 2.1203 0.7131 -2.7361
F 3.9802 1.4223 -1.8684
F 2.9348 1.8777 0.3170
O -0.5665 4.8584 2.1859
O 1.7105 -2.7206 3.2801
O -2.2531 3.4447 1.6706
O -2.5521 4.8745 3.2632
O 0.4199 -1.0925 -1.5987
O 0.6972 -3.0490 -0.5286
N 0.1645 -3.4818 1.6643
C 2.1795 1.0379 -0.3876
C 3.5097 -0.8784 -1.6038
C 0.9265 -2.1823 -1.5378
C -1.4211 2.8689 0.6541
C -1.6800 4.4319 2.3537
C -0.2053 -2.6372 0.5109
C -1.6573 -2.9155 0.1481
C -2.3782 -1.8581 -0.6873
C -2.0604 5.9443 4.0743
C 3.1344 -1.8089 -2.7715
C 0.9408 -3.0477 2.4974
C 2.9451 0.5448 -1.6772
C 1.9133 -2.7267 -2.5384
C -3.8393 -2.2411 -0.9110
H -2.0150 2.0876 0.1896
H -4.3022 -1.5573 -1.6298
H -0.0497 -1.5816 0.7450
H -1.8925 -1.7169 -1.6546
H -2.2014 -3.0131 1.0960
H -0.5243 2.4440 1.0948
H -1.7062 -3.8876 -0.3555
H -3.9067 -3.2546 -1.3220
H 1.3459 -2.8307 -3.4725
H -1.8092 6.8072 3.4604
H -4.4085 -2.1816 0.0206
H 3.0189 -1.2384 -3.6963
H 4.5969 -0.7502 -1.6067
H 3.2604 -1.3506 -0.6524
H -1.1483 3.6203 -0.0842
H 2.2254 -3.7299 -2.2442
H -2.8689 6.1930 4.7554
H -1.1825 5.6287 4.6348
H 3.9970 -2.4652 -2.9304

***

Record 4
10
Properties=species:S:1:pos:R:3 method="wB97M-V/def2-TZVPD" orbital_gap_ev=10.71
O 0.9643 -0.1127 -2.1351
O 1.5056 0.7158 0.3554
C -0.5407 0.1646 1.3225
C -0.0916 -0.0948 -1.2174
C -1.1987 0.0818 2.3322
C 0.3839 0.2837 0.1844
H -1.7948 -0.0059 3.2216
H -0.8702 0.6317 -1.5192
H 1.6955 0.4070 -1.7634
H -0.5624 -1.0874 -1.2187

***

Record 5
39
Properties=species:S:1:pos:R:3 method="wB97M-V/def2-TZVPD" s2=2.019 orbital_gap_ev="7.44 / 3.72" charge=+2 multiplicity=3
Pd 0.1699 -0.1811 1.1699
F -1.0190 -0.0158 4.5041
F -2.6388 1.4085 4.1181
F -2.1004 1.6086 1.5062
F -0.5776 1.9847 3.6899
F -2.5240 -0.5019 2.0577
N 0.3860 1.6896 0.1688
N 0.4566 1.7435 -1.2015
N -0.6923 -0.4274 -2.0074
N -1.2413 -0.9501 -0.8601
N 1.7993 -0.7819 -0.0394
N 1.7402 -0.4969 -1.3889
C 0.3530 3.0355 -1.5823
C 0.1856 3.8256 -0.4476
C 3.5034 -1.8162 -1.0773
C 0.1812 -2.1313 2.2794
C -1.4531 0.9502 3.6500
C 0.2054 2.9238 0.6331
C -1.4492 -0.7507 -3.0787
C -2.3800 -1.5642 -1.2382
C 2.8769 -1.5850 0.1504
C -1.5877 0.5157 2.1656
C 2.7505 -1.1290 -2.0181
C -2.5475 -1.4609 -2.6315
B 0.6270 0.4096 -2.0123
H -0.6200 -2.4443 2.9550
H 0.0383 3.1308 1.6753
H 2.8926 -1.0473 -3.0835
H 0.9168 -2.9073 2.0478
H 4.3873 -2.4069 -1.2457
H 0.0270 4.8794 -0.3458
H -1.1486 -0.4508 -4.0754
H -3.3766 -1.8327 -3.2143
H -0.3458 -1.8774 1.2657
H 0.9441 0.6709 -3.1353
H 0.4113 3.3128 -2.6138
H 0.7715 -1.2632 2.7228
H 3.1583 -2.0136 1.1038
H -3.0805 -2.0532 -0.5665

***

Record 6
48
Properties=species:S:1:pos:R:3 method="wB97M-V/def2-TZVPD" orbital_gap_ev=9.36
O 0.6417 -3.9194 -0.4628
O -3.4162 -2.0068 0.3809
O -2.1740 -0.6277 -3.2947
O -1.8176 -4.5633 -0.7075
O -1.7407 -1.3909 3.8992
O -0.7724 2.2389 4.0848
O 0.0260 3.8044 2.0962
O 2.8222 2.3834 -3.4255
O -3.4789 0.4094 1.6727
O 0.7439 -0.6161 2.8354
O 1.7767 -1.8031 -2.3837
N 0.8188 0.1112 -3.1805
N 1.5970 -1.2343 0.1175
C 1.3004 -0.7280 -2.2163
C 1.2884 -0.2079 -0.8172
C 1.8010 3.4319 -0.0502
C 1.6309 2.4025 -0.8230
C 2.1246 1.0869 -0.5191
H 0.1593 0.0182 -0.4419
H 0.8020 2.2618 -1.5791
H 0.4876 4.3603 1.4478
H -2.6880 -1.1208 -3.8755
H -3.1148 0.0374 0.7094
H 3.0086 0.9950 -1.1076
H -1.3915 -0.2303 -3.6595
H 0.6197 -4.0080 0.5463
H 2.2837 1.5715 -3.4498
H -2.2562 -1.6977 4.6270
H -0.2508 3.0850 1.4299
H 2.5413 0.8445 0.4839
H 0.2780 0.8844 -2.9929
H -1.0017 -4.0525 -0.6096
H 0.9091 -1.2841 3.4196
H 1.3702 -1.0549 1.1199
H -0.0552 -0.1519 3.0296
H 3.6019 2.0546 -3.8404
H 0.7075 -0.3448 -4.1421
H -3.4549 1.2547 1.9304
H 2.5764 -1.4573 0.0747
H -0.6380 3.1537 3.8137
H 2.5930 3.5717 0.7692
H -1.5559 -5.1389 -1.3774
H -1.6351 2.3006 4.2337
H 1.4018 4.4108 -0.2680
H -3.0667 -2.8473 0.4013
H -2.3658 -1.2880 3.2120
H 0.7272 -2.9773 -0.6342
H -3.7644 -1.9214 -0.4766

***

Record 7
97
Properties=species:S:1:pos:R:3 method="wB97M-V/def2-TZVPD" orbital_gap_ev=8.31
Br -4.8273 0.2785 -4.1402
P 2.5774 0.0539 0.2803
F 3.0310 -2.7821 -0.2055
O 1.7831 1.4249 0.3872
O 2.4679 -0.5339 1.7601
O -7.4940 -3.1226 -2.8124
O -1.7156 -0.1013 -3.3658
O -1.8590 3.9573 -1.1682
O 1.2678 1.3795 6.6300
O 6.6322 4.6398 1.3973
O -0.4051 -4.6057 -3.6858
O 3.9482 0.1636 -0.2052
N -6.8856 -1.9354 -0.7660
N -1.0094 -7.3360 -1.6491
C 0.4015 -0.6166 -1.3677
C -0.4892 3.7078 -0.9176
C 5.0804 2.8570 0.6805
C -3.8514 0.5784 -1.4480
C -5.5957 -5.3187 -2.1332
C 2.2038 1.8676 5.6845
C -4.5596 -4.2435 -2.3562
C 0.0396 -2.8463 -2.1748
C -1.8032 -6.3585 -1.5546
C -4.5932 -0.4370 -2.3293
C -3.2163 -4.5612 -2.6044
C 1.2086 -3.2929 -1.5718
C -0.8521 -3.7607 -2.9477
C -2.7197 -2.1665 -2.6420
C 1.5543 -1.0405 -0.7213
C -2.7039 -5.9786 -2.6994
C -0.3627 -1.5260 -2.0799
C -3.3112 -0.0234 -0.1538
C 1.9314 -2.3733 -0.8455
C 1.4586 0.0452 7.0602
C 5.8636 4.1092 0.3294
C -1.6292 -1.1445 -2.7623
C 7.6177 3.7796 1.9357
C -1.6104 4.0051 -3.6209
C -4.9779 -2.9045 -2.2658
C 8.6696 3.3311 0.9352
C 0.3702 4.9525 -0.8014
C -4.0655 -1.8504 -2.4107
C -2.1407 4.6733 -2.3637
C 2.2363 1.0876 4.3821
C 2.7970 -0.2085 7.7333
C -2.3150 -3.5041 -2.7333
B -6.5194 -2.6604 -1.9508
H 1.3942 4.6724 -0.5517
H 5.7315 2.0252 0.9470
H -0.0788 3.0316 -1.6791
H -3.2281 4.7320 -2.4001
H 2.9293 1.5547 3.6823
H 7.1513 2.9087 2.4113
H -6.1973 -2.0142 -0.0272
H 2.5584 0.0562 4.5283
H 1.5206 -4.3232 -1.6572
H 1.3130 -0.6532 6.2273
H -4.5960 1.3263 -1.1721
H 4.4756 2.5321 -0.1603
H -5.6116 -0.4637 -1.9712
H -0.0126 5.6097 -0.0197
H -2.1596 -6.1156 -3.6296
H 2.8424 -1.2374 8.0920
H -0.4697 3.1669 0.0322
H -3.5116 -6.7030 -2.7113
H 3.2286 -1.1028 1.9367
H -1.9159 4.5626 -4.5064
H -1.7701 5.7027 -2.2944
H 9.4251 2.7259 1.4378
H -2.3762 -0.5642 -0.2949
H 2.9298 0.4615 8.5835
H 3.2062 1.9185 6.1250
H 8.2424 2.7276 0.1338
H 0.8422 1.2771 0.5515
H 5.1770 4.9109 0.0553
H -3.0929 0.7880 0.5411
H -0.5028 -7.4804 -0.7780
H -6.1471 -5.1383 -1.2098
H 0.3964 5.5166 -1.7343
H -0.5211 3.9516 -3.6236
H 0.6517 -0.1380 7.7700
H 1.2458 1.0636 3.9261
H 9.1602 4.1947 0.4842
H -5.1596 -6.3048 -2.0351
H -8.2020 -3.5724 -2.3435
H -3.0881 1.1138 -1.9998
H 1.8949 2.8946 5.4898
H 0.0729 0.4145 -1.3232
H -7.7939 -2.1527 -0.3741
H -1.8952 -5.7739 -0.6326
H -6.2979 -5.3574 -2.9631
H 4.4261 3.0586 1.5328
H 6.4984 3.9271 -0.5456
H -1.9977 2.9871 -3.6959
H 3.6352 -0.0588 7.0518
H -4.0422 -0.6753 0.3225
H 8.0909 4.3580 2.7299

***

Record 8
81
Properties=species:S:1:pos:R:3 method="wB97M-V/def2-TZVPD" orbital_gap_ev=6.30 charge=-1
I -0.2976 3.9564 -0.9651
S 2.4225 -0.1321 5.0942
S 3.8003 -0.6290 -3.7602
S 1.9377 1.5087 1.7973
P 0.1831 -0.7076 -4.7042
F 1.4576 -4.1474 -7.5657
F 0.7441 -6.3045 -8.2543
F 3.2301 -1.8888 -4.8312
F 2.9747 -5.9729 -7.5120
F 1.1803 -5.8746 -5.9606
O -3.5149 -0.2532 2.0903
O -2.4514 -1.9888 -1.1916
O 2.3906 -1.3799 6.0516
O 5.0126 -1.2875 -2.9933
O 3.5975 -0.3910 4.0742
O 4.3589 0.6000 -4.5385
N -1.1060 1.3302 0.5699
N 6.1026 -0.6949 1.2473
C 0.5263 0.6324 2.7432
C -0.3585 0.4057 -1.9294
C 2.7994 0.4636 -1.0350
C 1.1256 0.0652 -6.1743
C -0.9358 0.6481 1.9309
C -2.8524 3.2528 0.7699
C 0.1192 -2.6154 -4.7808
C 4.3425 0.5136 -0.4098
C -4.4208 0.8117 2.5482
C 7.0215 0.4077 0.8440
C -5.7015 0.2844 3.4287
C -2.1756 -0.1480 2.6900
C 2.4316 -0.0557 -2.5585
C -1.9422 0.3455 -2.3611
C 5.3292 1.7405 -0.9347
C 0.8207 -0.0891 -3.0074
C 2.8485 1.4253 6.0441
C 1.6024 0.9392 0.0034
C -1.2508 2.8300 0.7038
C -3.1930 4.6959 0.0706
C -0.4849 -0.8824 4.9451
C 4.7449 -0.6688 0.6312
C -2.3753 -1.2676 -2.3448
C -0.0201 0.9291 -0.4039
C 0.7778 -0.0871 4.1936
C 6.8300 1.6415 -0.2014
C -3.1653 -1.7608 4.9157
C -6.3444 -1.0239 2.6566
C -1.9537 -0.9147 4.1566
B 1.5892 -5.5749 -7.3232
H -6.8219 -0.7569 1.6137
H 0.0077 -3.0519 -3.6763
H -4.8627 1.3235 1.5652
H -2.6179 0.9631 -1.6276
H 4.0266 1.3847 6.2347
H -3.2898 4.6438 -1.1167
H 1.0121 -3.1243 -5.3413
H 0.3616 0.8040 -6.7121
H -2.0252 0.7556 -3.4577
H 8.0906 0.3861 1.3798
H -4.1200 -1.8820 4.2129
H -0.8907 -2.9101 -5.3340
H 2.3012 1.4710 7.0779
H -0.7327 3.2286 1.6796
H -7.1810 -1.4514 3.3857
H -2.6648 -1.7625 -3.3901
H -5.3146 -0.0330 4.4942
H 5.0264 2.5699 -1.7015
H -4.2863 4.9955 0.4447
H 7.6874 2.4307 -0.4394
H -6.4609 1.1667 3.5758
H -2.7550 -2.8734 5.0527
H 2.6508 2.4009 5.4272
H 2.1101 0.6237 -5.8763
H -5.5405 -1.8818 2.4839
H -3.5238 2.4316 0.2236
H 1.3093 -0.8147 -6.9569
H -0.3285 -1.4406 5.9858
H -3.1575 3.3567 1.9155
H -2.4966 5.5869 0.4258
H -3.7924 1.6385 3.1108
H 3.9525 -1.5137 0.9009
H -3.4304 -1.3520 5.9799

***

Record 9
73
Properties=species:S:1:pos:R:3 method="wB97M-V/def2-TZVPD" orbital_gap_ev=6.12 charge=-1
O -1.7785 0.9429 -5.7127
O 0.9323 2.8365 -2.9796
O 1.4102 0.7575 -3.4873
O 1.4958 -2.3070 1.6648
O -1.9599 -0.3740 -7.4579
O 2.5675 -2.0887 3.6012
N 0.1376 0.1371 2.9143
C 1.9187 -1.6556 2.6317
C 1.9380 0.5457 1.2986
C -1.5740 -0.1419 -6.1848
C 1.2348 2.2009 -5.3522
C -0.5588 4.5551 -3.8501
C 1.2180 0.0104 0.0466
C -2.6273 -1.8390 5.4223
C 2.1652 -0.7390 -0.9173
C 2.7984 1.7059 5.9383
C -1.6238 -1.5736 -8.1569
C 1.2262 1.8772 -3.8778
C -2.1905 -0.5050 3.2626
C 1.3675 -0.3511 5.8502
C -0.7609 -1.0060 3.0030
C 0.8226 4.2139 -3.3287
C -2.5989 -2.6956 -7.8664
C -3.0765 -1.5133 3.9982
C -3.0474 -3.2583 5.8730
C 1.7902 0.9065 5.0728
C 1.5791 -0.1263 2.6447
C -0.9621 -1.2514 -5.3635
C 2.4354 0.6201 3.7208
H 2.4819 -0.1099 -1.7448
H -0.7887 4.0139 -4.7681
H 2.1574 -0.6742 6.5278
H 0.4897 -0.1199 6.4639
H -0.4692 -1.6470 3.8290
H 1.7110 1.6126 1.4006
H -0.6356 5.6249 -4.0502
H -1.6725 -1.3035 -9.2108
H -3.1994 -2.4146 3.3943
H 3.3765 2.4126 5.3421
H 0.8076 0.8393 -0.5349
H -3.2534 -3.9077 5.0233
H 3.0201 0.4527 1.1783
H 2.2390 2.2995 6.6706
H -2.3527 -3.5760 -8.4607
H 3.3836 0.1033 3.8596
H -2.6713 -0.2638 2.3099
H 0.4503 -0.7026 0.3250
H -3.6141 -2.3817 -8.1096
H -0.5922 -1.8621 -7.9513
H 3.0456 -1.1217 -0.4030
H -0.2013 0.7780 2.2093
H -0.2380 -0.8083 -4.6807
H 1.6639 -1.6094 -1.3433
H -1.3130 4.2810 -3.1131
H -0.7787 -1.5713 2.0683
H -4.0789 -1.0742 4.0657
H -1.7512 -1.7195 -4.7762
H 1.0145 4.7523 -2.4018
H 2.6794 1.6028 3.2949
H 1.4681 3.2328 -5.6055
H -1.5468 -1.7726 5.5298
H 1.9870 1.5704 -5.8217
H -3.9479 -3.2409 6.4898
H 1.6103 4.4991 -4.0287
H 0.9265 1.5594 4.9699
H -2.1511 0.4252 3.8377
H -3.0700 -1.1423 6.1336
H 0.2550 1.9438 -5.7488
H -2.2706 -3.7365 6.4696
H -2.5849 -2.9772 -6.8139
H -0.4507 -2.0138 -5.9456
H 1.1329 -1.1875 5.2013
H 3.4528 1.0504 6.5103

***

Record 10
14
Properties=species:S:1:pos:R:3 method="wB97M-V/def2-TZVPD" orbital_gap_ev=10.67
O -0.3283 1.6427 0.3883
O 2.4740 0.0513 -0.5820
O 1.5281 0.3500 0.4512
C -0.5256 0.4025 0.1291
C -0.5918 -0.0742 -1.2903
C -1.0726 -0.4998 1.1940
H -2.1646 -0.4370 1.1664
H -0.7827 -1.5347 1.0238
H -0.0822 -1.0300 -1.4050
H -0.1345 0.6512 -1.9588
H -1.6422 -0.2117 -1.5613
H 3.0743 -0.5491 -0.1181
H 0.9781 1.4103 0.3897
H -0.7300 -0.1714 2.1729

***

| no. | DFT total energy (eV) |
| --- | --- |
| 1 | -16104.02130 |
| 2 | -47981.70083 |
| 3 | -54712.22836 |
| 4 | -8305.24495 |
| 5 | -39335.69113 |
| 6 | -31171.56236 |
| 7 | -138131.88688 |
| 8 | -110006.53715 |
| 9 | -37304.17858 |
| 10 | -9378.96920 |